#w
23
Properties=species:S:1:pos:R:3:lowdin_charge:R:1 method="wB97M-V/def2-TZVPD" e_lumo_ev=-4.150 total_charge=+1
C 2.71 -0.66 -0.34 -0.12
C -1.59 -0.30 -1.22 -0.11
C -2.27 0.34 0.94 -0.08
C 1.33 -1.18 0.02 -0.29
C 0.53 -0.11 0.81 -0.17
N -1.37 -0.49 0.20 -0.13
Si 0.92 1.84 0.32 0.75
H 3.22 -1.36 -1.07 0.11
H 3.27 -0.67 0.58 0.08
H 2.67 0.36 -0.75 0.02
H -2.35 0.33 -1.60 0.10
H -0.76 0.02 -1.86 0.07
H -1.88 -1.25 -1.66 0.11
H -2.41 1.31 0.40 0.11
H -3.22 -0.18 0.84 0.11
H -2.17 0.54 2.00 0.10
H 1.42 -2.15 0.49 0.11
H 0.59 -1.30 -0.88 0.12
H 0.34 -0.20 1.92 0.09
H -1.58 -1.43 0.34 0.13
H 2.37 2.27 0.21 -0.04
H 0.03 2.64 1.36 -0.03
H 0.21 1.62 -1.05 -0.03



#x
23
Properties=species:S:1:pos:R:3:lowdin_charge:R:1 method="wB97M-V/def2-TZVPD" e_lumo_ev=-3.489 total_charge=+1
C 3.01 0.39 -0.36 -0.17
C -2.59 -0.12 -0.91 -0.23
C -1.54 1.26 1.61 -0.18
C 1.86 0.82 0.49 -0.03
C 0.24 -0.79 0.28 -0.24
N 0.53 -1.14 -1.12 0.06
Si -1.60 -0.39 0.65 0.61
H 3.24 -0.69 -0.23 0.09
H 4.00 0.93 -0.12 0.13
H 2.78 0.45 -1.43 0.07
H -2.75 -1.16 -1.20 0.02
H -3.48 0.43 -0.63 0.03
H -2.21 0.45 -1.83 0.06
H -0.64 1.38 2.20 0.02
H -1.54 2.04 0.90 0.02
H -2.37 1.26 2.31 0.03
H 1.68 0.76 1.54 0.06
H 1.42 1.71 -0.09 0.10
H 0.50 -1.66 0.93 0.09
H 1.55 -0.87 -1.27 0.10
H 0.43 -2.12 -1.31 0.15
H 0.03 -0.53 -1.89 0.20
H -1.94 -1.66 1.10 -0.02



Most stable: #x (next structure +5.3 kcal/mol)



#w
17
Properties=species:S:1:pos:R:3:lowdin_charge:R:1 method="wB97M-V/def2-TZVPD" e_lumo_ev=-3.933 total_charge=+1
C -2.92 -0.57 0.33 -0.06
C 2.03 1.86 -0.27 -0.02
C 0.41 0.29 -0.65 -0.11
N 1.56 0.42 -0.15 -0.46
N -0.18 -1.07 -0.52 0.14
S 2.53 -0.95 0.55 0.84
H -2.42 0.18 0.83 -0.02
H -4.03 -0.43 0.66 0.09
H -2.57 -1.51 0.85 0.05
H 3.09 1.79 -0.62 0.11
H 1.41 2.24 -1.06 0.08
H 1.87 2.36 0.61 0.06
H -2.66 -0.54 -0.79 0.06
H -0.49 -1.36 -1.46 0.17
H -0.92 -0.76 0.11 0.06
H 0.53 -1.71 -0.16 0.05
H 2.76 -0.23 1.74 -0.05



#x
17
Properties=species:S:1:pos:R:3:lowdin_charge:R:1 method="wB97M-V/def2-TZVPD" e_lumo_ev=-3.720 total_charge=+1 smiles=C[C@H](N)[C@@H]([NH3+])S
C -1.04 -1.10 0.74 -0.05
C 0.41 -0.51 0.53 -0.37
N 0.78 0.22 1.80 0.02
C 0.57 0.56 -0.63 -0.65
N 0.03 0.14 -1.88 0.16
S 0.04 2.26 -0.34 0.90
H -0.95 -1.67 1.69 0.11
H -1.82 -0.34 0.73 0.07
H -1.34 -1.86 0.05 0.06
H 1.09 -1.35 0.36 0.14
H 0.47 1.17 1.74 0.01
H 1.72 -0.02 2.23 0.12
H 1.60 0.59 -0.80 0.10
H -0.95 0.23 -1.66 0.15
H 0.34 0.66 -2.70 0.18
H 0.18 -0.85 -2.02 0.17
H -1.13 1.90 0.16 -0.11



#y
17
Properties=species:S:1:pos:R:3:lowdin_charge:R:1 method="wB97M-V/def2-TZVPD" e_lumo_ev=-3.918 total_charge=+1
C 1.48 1.52 2.07 -0.17
C 0.07 1.24 2.56 -0.56
S -1.05 0.95 1.12 0.69
H 1.77 2.56 2.16 0.08
H 2.20 0.97 2.66 0.07
H 1.59 1.29 1.02 0.04
H -0.40 2.02 3.14 0.07
H -0.02 0.33 3.14 0.06
H -2.22 0.91 1.76 -0.14
N -0.67 -0.74 -1.60 0.18
C -0.83 -1.47 -2.67 -0.15
N 0.12 -2.28 -3.11 0.19
H 0.10 -0.91 -0.97 0.12
H -1.31 0.01 -1.37 0.07
H -1.79 -1.42 -3.16 0.16
H -0.11 -2.95 -3.84 0.14
H 1.07 -2.00 -2.90 0.14



Most stable: #y (next structure +28.5 kcal/mol)



#w
17
Properties=species:S:1:pos:R:3:lowdin_charge:R:1 method="wB97M-V/def2-TZVPD" e_lumo_ev=-4.110 total_charge=+1
C 1.65 1.20 -2.04 -0.18
C 0.18 1.28 -1.89 -0.63
S -0.48 1.84 -0.30 0.69
H 2.16 0.48 -1.38 0.08
H 2.12 2.18 -1.98 0.08
H 1.78 0.82 -3.05 0.08
H -0.32 1.87 -2.63 0.06
H -0.14 0.25 -2.04 0.07
H -0.43 3.18 -0.41 -0.12
N -0.01 -0.82 1.56 0.19
C -1.16 -1.41 1.83 -0.13
N -1.33 -2.62 2.40 0.19
H 0.80 -1.41 1.65 0.14
H 0.00 0.16 1.60 0.04
H -2.03 -0.86 1.48 0.16
H -2.27 -2.95 2.66 0.16
H -0.54 -3.21 2.53 0.12



#x
17
Properties=species:S:1:pos:R:3:lowdin_charge:R:1 method="wB97M-V/def2-TZVPD" e_lumo_ev=-4.232 total_charge=+1
C 2.52 0.29 -1.34 -0.14
C 2.07 0.75 0.03 -0.47
S 0.37 1.70 -0.07 0.61
H 3.50 0.60 -1.27 0.06
H 2.03 0.78 -2.08 0.03
H 2.37 -0.71 -1.54 0.06
H 1.85 -0.05 0.73 0.06
H 2.69 1.47 0.50 0.05
H 0.76 2.88 -0.71 -0.11
N -2.51 -0.08 1.43 0.20
C -1.93 -0.71 0.40 -0.15
N -2.14 -2.00 0.25 0.19
H -3.12 -0.49 2.10 0.13
H -2.12 0.79 1.78 0.12
H -1.56 -0.23 -0.43 0.08
H -2.03 -2.35 -0.64 0.09
H -2.74 -2.65 0.87 0.20



Most stable: #w (next structure +17.9 kcal/mol)



#w
25
Properties=species:S:1:pos:R:3:lowdin_charge:R:1 method="wB97M-V/def2-TZVPD" e_lumo_ev=-0.220 smiles="CC1(C)CC=c2ccccc2=N1"
C 2.19 -1.76 1.25 -0.04
C 1.34 -0.92 0.24 -0.48
C 2.12 -0.15 -0.73 -0.06
C 0.14 -1.72 -0.38 -0.15
C -0.84 -0.95 -1.09 -0.01
C -1.16 0.27 -0.60 -0.17
C -2.02 1.10 -1.30 -0.07
C -2.56 2.17 -0.70 -0.06
C -2.16 2.49 0.68 -0.07
C -1.22 1.78 1.30 -0.03
C -0.53 0.63 0.72 -0.28
N 0.54 0.16 1.17 0.17
H 2.86 -2.45 0.71 0.09
H 1.60 -2.33 2.01 0.09
H 2.81 -1.12 1.80 0.05
H 2.11 -0.67 -1.79 0.13
H 3.13 -0.17 -0.47 0.04
H 1.91 0.95 -0.84 0.10
H -0.24 -2.00 0.65 0.14
H 0.38 -2.60 -0.86 0.09
H -1.27 -1.47 -1.86 0.10
H -2.25 0.64 -2.21 0.11
H -3.29 2.74 -1.19 0.08
H -2.50 3.40 1.16 0.10
H -1.09 2.00 2.35 0.11



#x
25
Properties=species:S:1:pos:R:3:lowdin_charge:R:1 method="wB97M-V/def2-TZVPD" e_lumo_ev=0.814
H -1.31 -1.90 2.81 0.09
N -0.81 -2.89 2.66 0.08
C 0.23 -2.64 2.03 -0.33
C 0.76 -1.35 1.54 -0.17
C -0.17 -0.12 1.68 -0.06
C -0.46 0.70 0.63 -0.26
C -1.32 1.89 0.94 -0.05
C -0.03 0.48 -0.74 -0.26
C 1.25 0.90 -1.04 -0.03
C 1.67 0.81 -2.34 -0.09
C 0.87 0.47 -3.38 -0.08
C -0.30 -0.14 -2.97 -0.09
C -0.75 -0.23 -1.67 -0.02
H 0.97 -3.42 1.75 0.11
H 1.70 -1.25 2.17 0.14
H 0.80 -1.38 0.43 0.11
H -0.61 0.15 2.68 0.12
H -2.40 1.80 0.68 0.10
H -0.93 2.78 0.49 0.08
H -1.36 2.09 1.99 0.06
H 1.89 1.41 -0.33 0.13
H 2.67 1.15 -2.51 0.10
H 1.09 0.60 -4.39 0.09
H -0.95 -0.59 -3.74 0.11
H -1.70 -0.78 -1.45 0.14



Most stable: #x (next structure +13.9 kcal/mol)



#w
25
Properties=species:S:1:pos:R:3:lowdin_charge:R:1 method="wB97M-V/def2-TZVPD" e_lumo_ev=0.989 smiles=c1ccc2c(c1)[C@@H]1CCN[C@H]2C1
C 1.65 0.75 2.64 -0.10
C 0.59 1.53 2.69 -0.16
C -0.54 1.55 1.82 -0.01
C -0.41 0.60 0.86 -0.15
C 0.72 -0.21 0.62 -0.16
C 1.74 -0.15 1.45 -0.04
C 0.39 -1.25 -0.53 -0.19
C 0.56 -0.85 -2.04 -0.16
C -0.62 -0.01 -2.47 -0.24
N -1.29 0.86 -1.47 0.02
C -1.56 0.12 -0.09 -0.17
C -1.17 -1.35 -0.35 -0.12
H 2.75 0.94 3.14 0.16
H 0.67 2.22 3.58 0.12
H -1.28 2.33 1.99 0.12
H 2.70 -0.67 1.32 0.11
H 0.95 -2.22 -0.38 0.14
H 0.56 -1.79 -2.64 0.12
H 1.55 -0.33 -2.24 0.12
H -1.25 -0.72 -2.98 0.10
H -0.25 0.65 -3.15 0.08
H -0.87 1.69 -1.38 0.05
H -2.67 0.23 0.08 0.15
H -1.24 -2.00 0.60 0.15
H -1.67 -1.94 -1.07 0.09



#x
25
Properties=species:S:1:pos:R:3:lowdin_charge:R:1 method="wB97M-V/def2-TZVPD" e_lumo_ev=0.873 smiles="C=C=CCNCc1ccccc1"
C -4.63 -1.41 -0.01 -0.01
C -3.69 -0.62 -0.32 -0.13
C -2.83 0.32 -0.59 -0.10
C -1.32 0.50 -0.44 -0.25
N -0.99 1.55 0.51 -0.07
C 0.52 1.87 0.63 -0.11
C 1.33 0.62 0.19 -0.23
C 2.35 0.77 -0.73 -0.05
C 3.19 -0.29 -0.93 -0.08
C 3.14 -1.50 -0.22 -0.08
C 2.19 -1.53 0.75 -0.12
C 1.23 -0.59 0.93 -0.06
H -5.17 -1.46 1.03 0.11
H -5.05 -2.12 -0.64 0.02
H -3.21 1.28 -0.93 0.11
H -0.77 -0.51 -0.22 0.12
H -0.92 0.86 -1.38 0.11
H -1.44 1.49 1.41 0.09
H 0.75 2.80 0.11 0.10
H 0.81 1.99 1.71 0.13
H 2.34 1.61 -1.29 0.08
H 4.04 -0.18 -1.60 0.10
H 3.93 -2.28 -0.38 0.12
H 2.16 -2.33 1.45 0.10
H 0.47 -0.85 1.63 0.11



#y
25
Properties=species:S:1:pos:R:3:lowdin_charge:R:1 method="wB97M-V/def2-TZVPD" e_lumo_ev=0.536
C -0.84 0.43 3.27 0.01
C -1.59 1.41 2.55 -0.09
C -1.80 2.04 1.40 -0.15
C -0.63 1.91 0.34 -0.30
C -1.38 0.08 -0.92 -0.36
C -0.07 -0.63 -0.74 -0.24
C 0.33 -1.11 -2.18 0.00
C 1.66 -1.73 -2.40 -0.07
C 2.50 -1.67 -1.23 -0.17
C 2.09 -1.39 0.04 -0.10
C 0.69 -1.02 0.34 -0.06
H -1.23 -0.62 3.07 0.07
H -0.22 0.73 4.03 0.01
H -2.64 3.03 1.37 0.17
H -0.08 3.11 0.14 0.18
H 0.27 1.35 0.63 0.07
H 0.14 1.39 -1.34 0.26
H -1.89 -0.40 -1.77 0.10
H -2.13 -0.23 -0.17 0.12
H -0.21 -0.73 -3.11 0.11
H 1.95 -2.43 -3.31 0.13
H 3.47 -2.11 -1.30 0.08
H 2.83 -1.74 0.96 0.16
H 0.04 -1.12 1.26 0.11
N -1.24 1.46 -0.95 -0.05



Most stable: #w (next structure +21.7 kcal/mol)



#w
7
Properties=species:S:1:pos:R:3:lowdin_charge:R:1 method="wB97M-V/def2-TZVPD" e_lumo_ev="-1.326 / -1.324"
C 0.01 -1.03 0.14 -0.36
N -0.07 0.30 0.20 -0.28
O -0.65 0.79 -1.17 -0.14
O 0.24 1.15 1.04 -0.04
F 0.24 -1.67 1.28 0.18
F -0.08 -1.64 -0.96 0.24
H 0.31 2.10 -0.53 0.40



#x
7
Properties=species:S:1:pos:R:3:lowdin_charge:R:1 method="wB97M-V/def2-TZVPD" e_lumo_ev=-0.040
C -0.83 -0.23 0.05 -0.16
N -1.14 1.03 -1.29 -0.32
O -0.11 1.36 -1.73 0.11
O -2.25 1.49 -1.45 0.08
F 0.19 -0.97 -0.45 0.06
F -1.96 -0.96 0.00 0.08
H -0.41 0.09 1.00 0.16



Most stable: #x (next structure +97.9 kcal/mol)



#w
14
Properties=species:S:1:pos:R:3:lowdin_charge:R:1 method="wB97M-V/def2-TZVPD" e_lumo_ev=0.698
C 0.31 0.39 1.72 -0.20
C -0.93 0.53 1.35 -0.01
C 1.41 0.73 0.70 -0.34
C -0.88 -0.30 -1.87 -0.16
O -1.14 2.36 -1.66 -0.34
O 1.03 1.24 -0.50 -0.25
P -0.62 1.25 -0.86 0.73
H 0.80 -0.06 2.72 0.15
H -1.86 0.63 1.77 0.01
H 1.93 1.49 1.32 0.12
H 2.16 -0.06 0.48 0.13
H -0.40 0.09 -2.89 0.10
H -0.40 -1.09 -1.35 0.02
H -1.94 -0.30 -2.04 0.03



#x
14
Properties=species:S:1:pos:R:3:lowdin_charge:R:1 method="wB97M-V/def2-TZVPD" e_lumo_ev=0.045 smiles="C/P=C(/C)OC=O"
C 0.46 2.01 1.71 -0.34
P 1.44 0.40 1.23 0.91
C 0.26 -0.35 0.13 -0.60
C 0.78 -1.59 -0.66 -0.16
O -0.89 0.15 -0.47 -0.08
C -1.83 -0.41 -1.41 -0.24
O -2.79 0.24 -1.67 0.13
H 0.38 2.53 0.70 0.05
H 1.16 2.55 2.26 -0.04
H -0.38 1.51 2.24 0.03
H 0.35 -2.41 -0.12 0.06
H 1.93 -1.76 -0.54 0.09
H 0.62 -1.48 -1.76 0.08
H -1.50 -1.39 -1.65 0.11



Most stable: #w (next structure +28.7 kcal/mol)



#w
7
Properties=species:S:1:pos:R:3:lowdin_charge:R:1 method="wB97M-V/def2-TZVPD" e_lumo_ev=0.220 smiles="CON=O"
C -0.02 0.08 0.30 -0.11
O -1.36 -0.14 0.64 -0.14
N -1.45 -0.43 2.01 -0.06
O -2.56 -0.63 2.39 0.05
H 0.06 1.22 -0.10 0.14
H 0.36 -0.54 -0.43 0.04
H 0.58 -0.04 1.23 0.08



#x
7
Properties=species:S:1:pos:R:3:lowdin_charge:R:1 method="wB97M-V/def2-TZVPD" e_lumo_ev="-0.716 / -0.755"
C -0.50 -0.60 0.01 -0.26
N 0.71 -0.03 -0.06 0.05
O 2.82 0.10 -0.01 -0.16
O -1.56 0.15 -0.02 0.06
H -0.78 -1.67 -0.05 0.15
H 0.58 0.97 0.07 0.05
H -1.26 1.07 0.07 0.12



Most stable: #w (next structure +62.6 kcal/mol)



#w
8
Properties=species:S:1:pos:R:3:lowdin_charge:R:1 method="wB97M-V/def2-TZVPD" e_lumo_ev=-0.673
Si 0.08 1.31 0.15 0.41
Si 0.32 -1.11 -0.05 -0.08
I -1.83 -2.05 -0.68 0.27
H -1.31 1.72 -0.32 -0.11
H 0.02 2.17 1.41 -0.11
H 1.00 2.15 -0.57 -0.16
H 0.37 -1.83 1.13 -0.22
H 1.34 -2.35 -1.06 -0.01



#x
8
Properties=species:S:1:pos:R:3:lowdin_charge:R:1 method="wB97M-V/def2-TZVPD" e_lumo_ev=-1.264
Si -0.60 -0.11 -1.65 0.15
Si 0.30 0.40 3.20 0.53
I 0.31 1.07 -3.71 0.20
H -1.23 -1.52 -1.64 -0.10
H -1.51 0.99 -1.29 -0.14
H 0.72 -0.24 -0.92 -0.13
H 1.63 0.19 3.86 -0.28
H 0.39 -0.77 2.14 -0.24



#y
8
Properties=species:S:1:pos:R:3:lowdin_charge:R:1 method="wB97M-V/def2-TZVPD" e_lumo_ev=-1.985
Si -1.05 -0.76 0.08 0.41
Si 0.39 0.89 -0.66 0.53
I 2.47 0.62 2.00 -0.23
H -2.39 -0.34 0.12 -0.14
H -0.70 -1.98 -0.85 -0.07
H -0.42 -1.18 1.30 -0.15
H 0.58 2.10 -0.08 -0.23
H 1.13 0.67 -1.91 -0.12



Most stable: #w (next structure +12.1 kcal/mol)



#w
8
Properties=species:S:1:pos:R:3:lowdin_charge:R:1 method="wB97M-V/def2-TZVPD" e_lumo_ev=0.679 smiles=C#CCC#N
C -1.52 -1.32 0.43 0.11
C -0.58 -0.66 0.12 -0.13
C 0.68 0.05 -0.20 -0.20
C 0.69 1.49 -0.20 -0.23
N 0.71 2.66 -0.04 0.14
H -2.46 -1.79 0.62 0.04
H 1.00 -0.17 -1.25 0.14
H 1.48 -0.25 0.51 0.13



#x
8
Properties=species:S:1:pos:R:3:lowdin_charge:R:1 method="wB97M-V/def2-TZVPD" e_lumo_ev=0.546 smiles="C#CC=C=N"
C 2.09 0.57 0.06 0.11
C 1.04 0.04 -0.18 -0.17
C -0.21 -0.58 -0.46 -0.15
C -1.33 0.08 -0.28 -0.19
N -2.35 0.52 0.25 0.16
H 3.03 1.04 0.23 0.02
H -0.30 -1.63 -0.70 0.11
H -1.96 -0.04 1.07 0.11



Most stable: #w (next structure +37.1 kcal/mol)



#w
8
Properties=species:S:1:pos:R:3:lowdin_charge:R:1 method="wB97M-V/def2-TZVPD" e_lumo_ev=0.697 smiles=C#CCC#N
C 1.75 -0.88 -0.03 0.10
C 0.89 -0.01 -0.11 -0.14
C -0.44 0.76 0.02 -0.19
C -1.55 -0.22 -0.01 -0.21
N -2.45 -0.98 -0.03 0.14
H 2.55 -1.58 0.16 0.04
H -0.54 1.46 -0.88 0.13
H -0.22 1.43 0.89 0.13



#x
8
Properties=species:S:1:pos:R:3:lowdin_charge:R:1 method="wB97M-V/def2-TZVPD" e_lumo_ev=0.843
C -0.39 0.93 1.73 0.11
C -0.37 -0.20 1.32 -0.22
C 0.41 -0.39 -1.62 0.02
C 0.06 -0.99 -0.51 -0.17
N -0.28 -1.39 0.62 0.11
H -0.46 1.86 2.27 0.02
H 1.41 0.02 -1.67 0.07
H -0.38 0.16 -2.14 0.07



Most stable: #w (next structure +33.0 kcal/mol)



#w
9
Properties=species:S:1:pos:R:3:lowdin_charge:R:1 method="wB97M-V/def2-TZVPD" e_lumo_ev=0.490 smiles=CP(N)I
C 0.25 -1.02 0.65 -0.41
P 0.94 0.27 -0.47 0.32
N -0.54 0.69 -1.02 -0.36
I 1.18 2.16 1.03 0.32
H 0.89 -1.30 1.43 -0.02
H 0.01 -1.99 0.02 0.07
H -0.75 -0.55 0.98 0.04
H -0.69 0.54 -1.98 0.01
H -1.29 1.20 -0.65 0.02



#x
9
Properties=species:S:1:pos:R:3:lowdin_charge:R:1 method="wB97M-V/def2-TZVPD" e_lumo_ev=0.358 smiles=CNPI
C 0.24 -1.03 0.83 -0.19
N 0.03 -0.14 -0.29 -0.51
P 0.35 1.49 -0.32 0.34
I -1.84 2.54 -0.69 0.17
H -0.70 -1.47 1.18 0.07
H 0.92 -1.84 0.53 0.07
H 0.70 -0.47 1.65 0.06
H -0.44 -0.57 -1.08 0.07
H 0.74 1.48 -1.81 -0.08



#y
9
Properties=species:S:1:pos:R:3:lowdin_charge:R:1 method="wB97M-V/def2-TZVPD" e_lumo_ev=-0.609 smiles="[H]/N=P/C.I"
H -1.15 1.85 -0.69 -0.02
N -0.63 1.08 -0.27 -0.38
P -1.34 0.26 0.89 0.82
C 0.04 -0.90 1.16 -0.35
H -0.16 -1.88 1.40 0.00
H 0.70 -0.39 1.75 0.00
H 0.56 -1.09 0.23 0.02
I 1.36 0.40 -2.90 0.39
H 0.61 0.67 -1.57 -0.48



#z
9
Properties=species:S:1:pos:R:3:lowdin_charge:R:1 method="wB97M-V/def2-TZVPD" e_lumo_ev=-0.080
C 0.44 1.27 0.20 -0.20
N 0.19 -0.15 0.24 -0.53
P -0.17 -1.08 -1.10 0.31
I -2.50 -1.74 -0.72 0.15
H 0.83 1.54 -0.79 0.06
H -0.46 1.86 0.40 0.07
H 1.19 1.53 0.95 0.08
H -0.08 -0.50 1.15 0.06
H 0.56 -2.73 -0.33 -0.01



Most stable: #w (next structure +2.3 kcal/mol)